# C60H99N14O

14 unconnected molecules or ions with the total composition C60H99N14O (ωB97M-V with the def2-TZVPD basis set, the Open Molecules 2025 dataset).

Element x y z (Å)
C (1.17, 0.11, -3.87)
C (0.43, 1.02, -2.92)
N (0.50, 0.62, -1.45)
C (1.93, 0.27, -1.10)
C (0.06, 1.79, -0.58)
C (-1.36, 2.26, -0.77)
C (-0.37, -0.62, -1.28)
C (-0.62, -1.12, 0.14)
O (0.44, -1.00, 1.04)
C (0.01, -1.13, 2.38)
H (2.24, 0.01, -3.66)
H (1.28, 0.66, -4.81)
H (0.71, -0.84, -4.12)
H (-0.62, 1.00, -3.20)
H (0.78, 2.05, -2.98)
H (2.20, -0.63, -1.65)
H (2.01, 0.10, -0.03)
H (2.45, 1.17, -1.42)
H (0.82, 2.55, -0.76)
H (0.17, 1.38, 0.43)
H (-2.17, 1.62, -0.40)
H (-1.74, 2.46, -1.78)
H (-1.39, 3.19, -0.21)
H (0.17, -1.35, -1.88)
H (-1.31, -0.38, -1.77)
H (-0.94, -2.17, 0.11)
H (-1.49, -0.54, 0.47)
H (-0.38, -2.13, 2.60)
H (-0.75, -0.38, 2.63)
H (0.87, -0.89, 2.99)
C (-6.12, -4.11, -0.83)
C (-4.64, -4.40, -1.11)
C (-3.62, -3.79, -0.12)
C (-3.84, -2.39, 0.25)
N (-4.02, -1.32, 0.62)
H (-6.23, -3.15, -0.32)
H (-6.70, -4.86, -0.31)
H (-6.62, -3.96, -1.80)
H (-4.34, -4.00, -2.08)
H (-4.43, -5.47, -1.15)
H (-2.62, -3.83, -0.57)
H (-3.58, -4.42, 0.78)
C (3.64, -4.69, -0.15)
C (4.54, -3.65, -0.81)
C (4.44, -3.71, -2.34)
C (3.10, -3.37, -2.85)
N (2.07, -3.06, -3.23)
H (2.58, -4.49, -0.30)
H (3.81, -4.79, 0.92)
H (3.79, -5.69, -0.57)
H (5.58, -3.72, -0.49)
H (4.25, -2.63, -0.54)
H (4.77, -4.67, -2.76)
H (5.09, -3.03, -2.88)
C (-1.62, 7.39, 1.79)
C (-2.41, 6.25, 1.12)
C (-2.02, 6.09, -0.34)
C (-0.63, 5.67, -0.54)
N (0.42, 5.24, -0.76)
H (-1.66, 8.28, 1.15)
H (-0.59, 7.05, 1.95)
H (-1.98, 7.70, 2.77)
H (-3.49, 6.36, 1.19)
H (-2.15, 5.40, 1.75)
H (-2.26, 6.96, -0.94)
H (-2.60, 5.24, -0.71)
C (2.93, 7.08, -5.60)
C (1.54, 7.21, -4.93)
C (1.29, 6.10, -3.93)
C (1.41, 4.74, -4.42)
N (1.53, 3.67, -4.81)
H (2.80, 6.62, -6.58)
H (3.57, 6.39, -5.05)
H (3.45, 8.03, -5.77)
H (0.78, 7.16, -5.71)
H (1.49, 8.20, -4.48)
H (0.33, 6.18, -3.40)
H (2.02, 6.15, -3.11)
C (-7.02, -0.15, -1.95)
C (-6.50, -0.80, -3.24)
C (-5.02, -1.17, -3.16)
C (-4.06, -0.07, -3.34)
N (-3.31, 0.79, -3.48)
H (-8.11, -0.14, -1.90)
H (-6.63, 0.86, -1.90)
H (-6.62, -0.70, -1.10)
H (-6.72, -0.12, -4.06)
H (-7.09, -1.69, -3.45)
H (-4.78, -1.81, -4.02)
H (-4.76, -1.68, -2.24)
C (4.49, -4.57, 5.25)
C (3.97, -4.28, 6.64)
C (2.43, -4.36, 6.77)
C (1.68, -3.52, 5.84)
N (1.09, -2.85, 5.11)
H (3.98, -3.97, 4.49)
H (4.57, -5.63, 5.01)
H (5.54, -4.24, 5.20)
H (4.29, -3.32, 7.04)
H (4.39, -4.98, 7.37)
H (2.08, -4.12, 7.78)
H (2.17, -5.42, 6.68)
C (7.32, 1.49, 0.17)
C (7.98, 0.32, -0.56)
C (7.08, -0.90, -0.76)
C (5.82, -0.51, -1.43)
N (4.90, -0.20, -2.04)
H (6.44, 1.81, -0.39)
H (8.03, 2.29, 0.36)
H (6.97, 1.18, 1.16)
H (8.76, -0.04, 0.12)
H (8.45, 0.73, -1.45)
H (6.73, -1.38, 0.15)
H (7.51, -1.65, -1.43)
N (-5.10, 4.05, 1.79)
C (-4.47, 2.84, 1.82)
C (-4.69, 2.22, 0.62)
C (-5.51, 3.07, -0.18)
C (-5.74, 4.19, 0.59)
H (-5.11, 4.74, 2.51)
H (-3.93, 2.45, 2.67)
H (-4.31, 1.23, 0.38)
H (-5.91, 2.85, -1.15)
H (-6.40, 5.02, 0.40)
N (-1.90, -1.12, 5.77)
C (-2.60, -1.56, 4.68)
C (-3.24, -0.50, 4.10)
C (-2.90, 0.65, 4.90)
C (-2.07, 0.23, 5.89)
H (-1.38, -1.74, 6.36)
H (-2.55, -2.60, 4.38)
H (-3.92, -0.48, 3.27)
H (-3.28, 1.65, 4.77)
H (-1.63, 0.77, 6.72)
N (-2.84, -6.79, 2.35)
C (-1.62, -6.19, 2.16)
C (-1.44, -5.29, 3.17)
C (-2.65, -5.27, 3.93)
C (-3.46, -6.27, 3.47)
H (-3.21, -7.56, 1.82)
H (-0.91, -6.54, 1.43)
H (-0.61, -4.64, 3.39)
H (-2.76, -4.70, 4.84)
H (-4.43, -6.64, 3.73)
N (3.35, -1.59, 3.41)
C (4.33, -0.95, 4.11)
C (5.17, -0.35, 3.22)
C (4.65, -0.56, 1.92)
C (3.56, -1.38, 2.06)
H (2.59, -2.15, 3.78)
H (4.35, -1.03, 5.19)
H (6.02, 0.26, 3.46)
H (5.03, -0.13, 1.01)
H (2.90, -1.83, 1.33)
N (2.05, 1.66, 2.78)
C (0.80, 2.21, 2.89)
C (0.81, 3.48, 2.32)
C (2.13, 3.65, 1.84)
C (2.87, 2.53, 2.11)
H (2.32, 0.72, 3.01)
H (0.08, 1.66, 3.46)
H (-0.04, 4.14, 2.29)
H (2.49, 4.59, 1.45)
H (3.91, 2.28, 1.96)
N (-2.39, -0.38, -7.46)
C (-1.47, 0.24, -6.63)
C (-0.33, 0.37, -7.38)
C (-0.49, -0.26, -8.61)
C (-1.79, -0.72, -8.65)
H (-3.36, -0.54, -7.28)
H (-1.72, 0.74, -5.71)
H (0.58, 0.82, -7.01)
H (0.24, -0.49, -9.36)
H (-2.25, -1.26, -9.46)

Calculated values
net charge = +1
Kohn-Sham gap = 8.0 eV
energy = -3187.13488 a.u.
lowest unoccupied orbital energy = -1.343 eV
strongest force on any atom = 1.72 eV/A
ΔE to the lowest compared entry with this formula, charge and spin = 0.00 kcal per mole